The following is a DFT calculation (ωB97M-V/def2-TZVPD) of a 2-piece molecular cluster, C4H9N2O overall.

Computed properties:
M: 101.13 g mol⁻¹
Relative energy (zero: lowest compared OMol25 entry of this formula, charge and spin): 305.06 kJ/mol
Largest force on an atom: 0.1502 hartree/bohr
Total charge: +1
HOMO: -14.20 eV
LUMO level: -5.86 eV

Last column: Mulliken charge in e.
Geometry (Å):
1 C -1.4050 0.6821 1.0618  0.020
2 C -1.8126 0.4960 -0.3147  -0.312
3 C -0.0230 -0.6851 0.2754  0.838
4 C 1.0218 -1.7551 0.2550  -1.159
5 N -0.2778 0.0961 1.3383  -0.377
6 N 1.5178 1.1562 -0.7619  -0.632
7 O -1.0046 -0.5653 -0.6753  -0.294
8 H -1.9864 1.1725 1.8026  0.453
9 H -2.8724 0.1747 -0.4383  0.331
10 H -1.6758 1.3508 -1.0689  0.274
11 H 0.5429 -2.6259 0.4950  0.429
12 H 1.7985 -1.6906 1.0739  0.338
13 H 1.4585 -1.8509 -0.7795  0.365
14 H 1.2291 1.6410 -1.6700  0.254
15 H 2.2243 0.5821 -0.5704  0.208
16 H 1.2648 1.8214 -0.0230  0.265

Forces on atoms 1 to 2 (eV/Å):
0.71 0.62 0.62
-1.71 0.37 -1.21